Record 1
DFT (ωB97M-V/def2-TZVPD) results for a molecular structure, C16H22HgN2O2Se2 in a non-equilibrium geometry.

```
45
Properties=species:S:1:pos:R:3:nbo_charge:R:1
Hg 1.01 -0.68 -0.13 0.08
C -0.87 0.33 4.26 -0.70
C -1.04 -0.33 2.85 0.53
O -1.06 0.29 1.79 -0.63
C -1.10 -1.76 2.95 -0.50
C -1.27 -2.66 1.89 0.27
C -0.85 -4.12 2.05 -0.65
N -1.58 -2.27 0.62 -0.29
N -2.62 -1.52 0.40 -0.34
C -2.44 -0.86 -0.85 0.56
O -1.38 -0.82 -1.49 -0.66
C -3.64 -0.03 -1.17 -0.04
C -4.91 -0.29 -0.62 -0.20
C -5.97 0.55 -0.92 -0.23
C -5.78 1.67 -1.72 -0.23
C -4.52 1.93 -2.26 -0.21
C -3.46 1.06 -2.01 -0.22
H -1.31 1.34 4.27 0.21
H 0.21 0.38 4.53 0.22
H -1.41 -0.28 4.99 0.20
H -1.10 -2.19 3.96 0.19
H -1.31 -4.60 2.94 0.21
H 0.24 -4.19 2.16 0.22
H -1.16 -4.69 1.16 0.22
H -5.05 -1.15 0.04 0.24
H -6.97 0.35 -0.50 0.20
H -6.61 2.35 -1.92 0.20
H -4.37 2.81 -2.89 0.20
H -2.48 1.18 -2.50 0.24
C 3.16 3.95 -1.79 -0.81
Se 2.28 2.43 -0.89 0.28
C 3.97 1.48 -0.44 -0.59
C 4.48 0.62 -1.57 -0.59
Se 4.56 -1.30 -1.12 0.27
C 6.48 -1.52 -1.50 -0.80
H 2.35 4.62 -2.07 0.22
H 3.66 3.57 -2.69 0.21
H 3.85 4.45 -1.10 0.20
H 3.68 0.87 0.42 0.25
H 4.66 2.25 -0.09 0.21
H 5.49 0.90 -1.93 0.21
H 3.78 0.65 -2.40 0.23
H 7.10 -0.87 -0.88 0.21
H 6.65 -1.35 -2.56 0.21
H 6.65 -2.57 -1.25 0.22
```

Calculated values
* energy relative to the best compared isomer or geometry (same formula, charge and spin): 0.0 kJ/mol
* orbital gap (alpha / beta): 5.5 / 6.5 eV
* 2S+1: 2
* net charge: -1

---

Record 2
DFT (ωB97M-V/def2-TZVPD) results for 6 unconnected molecules or ions with the total composition C16H22N2O12 in a non-equilibrium geometry.

```
52
Properties=species:S:1:pos:R:3:nbo_charge:R:1
O 3.95 -2.03 3.29 -0.57
C 3.35 -3.02 2.90 0.97
O 3.95 -4.17 2.43 -0.49
C 2.89 -5.07 2.08 -0.10
C 1.66 -4.16 1.89 -0.10
O 1.99 -3.09 2.74 -0.49
H 3.07 -5.72 1.22 0.20
H 2.71 -5.67 2.98 0.18
H 0.82 -4.74 2.27 0.20
H 1.45 -3.91 0.85 0.19
O -3.33 -1.90 0.04 -0.58
C -4.42 -1.50 0.49 0.96
O -4.55 -0.53 1.46 -0.48
C -5.85 -0.48 1.87 -0.09
C -6.48 -0.88 0.54 -0.10
O -5.62 -1.83 0.00 -0.46
H -6.17 -1.12 2.69 0.18
H -6.05 0.56 2.13 0.21
H -6.56 0.04 -0.04 0.19
H -7.47 -1.30 0.68 0.20
O 4.12 5.81 0.99 -0.58
C 4.02 5.17 2.04 0.97
O 5.06 4.85 2.84 -0.47
C 4.65 4.00 3.85 -0.10
C 3.09 3.90 3.76 -0.10
O 2.87 4.58 2.49 -0.49
H 5.05 3.00 3.65 0.19
H 4.89 4.44 4.82 0.19
H 2.64 4.35 4.65 0.18
H 2.79 2.86 3.87 0.20
O 3.11 -1.59 -4.94 -0.59
C 3.35 -2.81 -5.13 0.97
O 4.06 -3.56 -4.27 -0.48
C 4.22 -4.89 -4.79 -0.10
C 3.59 -4.86 -6.11 -0.10
O 3.13 -3.52 -6.23 -0.47
H 5.28 -5.10 -4.79 0.20
H 3.70 -5.61 -4.16 0.19
H 2.79 -5.60 -6.16 0.19
H 4.30 -5.08 -6.91 0.20
C -0.26 1.55 -1.15 -0.73
C -1.30 2.39 -1.75 0.30
N -2.19 3.02 -2.27 -0.35
H 0.66 2.12 -0.99 0.26
H 0.03 0.65 -1.68 0.26
H -0.57 1.23 -0.16 0.26
C -6.96 6.86 -1.03 -0.73
C -7.28 5.91 0.01 0.29
N -7.55 5.11 0.83 -0.34
H -6.09 6.53 -1.59 0.26
H -6.66 7.81 -0.58 0.26
H -7.85 7.01 -1.64 0.26
```

Calculated values
* orbital gap: 11.1 eV
* SMILES: O=C1OCCO1.O=C1OCCO1.O=C1OCCO1.O=C1OCCO1.CC#N.CC#N
* net charge: 0

---

Record 3
DFT (ωB97M-V/def2-TZVPD) results for a single C16H22N2O2S molecule.

```
43
Properties=species:S:1:pos:R:3:nbo_charge:R:1
C 5.41 0.20 0.88 -0.61
C 4.15 0.74 0.22 -0.40
C 2.95 -0.20 0.38 -0.06
C 2.45 -0.28 1.82 -0.61
N 1.86 0.26 -0.47 -0.62
C 1.28 -0.50 -1.41 0.67
O 1.64 -1.61 -1.73 -0.62
C 0.04 0.18 -2.01 -0.31
N -0.98 0.30 -0.98 -0.46
C -1.09 1.52 -0.38 0.69
O -0.33 2.44 -0.64 -0.64
C -2.19 1.67 0.64 -0.42
C -3.60 1.49 0.09 -0.41
C -3.91 2.55 -0.96 -0.61
S -1.79 0.45 1.95 0.30
C -1.87 -0.97 0.91 -0.23
C -2.30 -2.17 1.45 -0.20
C -2.41 -3.30 0.66 -0.21
C -2.13 -3.21 -0.69 -0.20
C -1.69 -2.01 -1.24 -0.23
C -1.53 -0.88 -0.45 0.20
H 5.65 -0.79 0.49 0.21
H 6.25 0.86 0.67 0.21
H 5.30 0.14 1.96 0.20
H 3.90 1.72 0.65 0.19
H 4.33 0.88 -0.85 0.21
H 3.21 -1.20 0.02 0.23
H 3.21 -0.70 2.47 0.21
H 1.57 -0.92 1.87 0.22
H 2.18 0.71 2.18 0.20
H 1.50 1.19 -0.29 0.41
H -0.33 -0.40 -2.85 0.22
H 0.29 1.19 -2.35 0.26
H -2.09 2.65 1.11 0.26
H -3.70 0.49 -0.36 0.21
H -4.31 1.56 0.92 0.22
H -3.21 2.49 -1.79 0.21
H -4.92 2.42 -1.34 0.22
H -3.84 3.55 -0.52 0.21
H -2.53 -2.21 2.51 0.22
H -2.73 -4.23 1.09 0.22
H -2.23 -4.07 -1.33 0.22
H -1.47 -1.98 -2.29 0.22
```

Calculated values
* energy relative to the best compared isomer or geometry (same formula, charge and spin): 0.0 kJ/mol
* orbital gap: 9.1 eV
* SMILES: CC[C@@H](C)NC(=O)CN1C(=O)[C@@H](CC)Sc2ccccc21
* net charge: 0